No. 1
The following is a DFT calculation (wB97M-V/def2-TZVPD) of a 5-piece molecular cluster, C34H73N6O3PS2 overall.

The total energy is -3031.0481 hartree. Its spin multiplicity is 1. Its net charge is 0. The SMILES is CCSCc1c(P(=O)(O)O)c(C)cc2nsnc12.CCN(CC)CC.CCN(CC)CC.CCN(CC)CC.CCN(CC)CC. The LUMO energy is -1.878 eV.

Each line ends with the Mulliken charge.
Geometry (Å):
C (-3.903, -4.310, -2.336)  -1.118
C (-5.498, -4.114, -2.348)  0.041
S (-6.425, -5.533, -1.534)  -0.190
C (-8.232, -5.035, -1.328)  -0.774
C (-8.404, -3.633, -2.076)  -0.360
C (-8.522, -3.505, -3.642)  0.490
P (-8.482, -4.985, -4.794)  1.152
O (-7.085, -5.053, -5.480)  -0.703
O (-8.713, -6.485, -4.031)  -0.535
O (-9.654, -4.902, -6.060)  -0.561
C (-8.644, -2.013, -4.204)  0.477
C (-8.744, -1.674, -5.782)  -1.260
C (-8.636, -0.760, -3.257)  -0.741
C (-8.521, -0.864, -1.697)  0.440
N (-8.461, 0.141, -0.665)  -0.451
S (-8.301, -0.761, 0.808)  0.180
N (-8.302, -2.416, 0.324)  -0.522
C (-8.408, -2.342, -1.142)  0.347
H (-3.558, -5.084, -3.126)  0.307
H (-3.475, -4.521, -1.297)  0.332
H (-3.450, -3.296, -2.669)  0.292
H (-5.706, -3.097, -1.832)  0.163
H (-5.822, -4.041, -3.446)  0.175
H (-8.384, -4.891, -0.187)  0.418
H (-8.965, -5.847, -1.653)  0.372
H (-7.938, -7.049, -4.290)  0.352
H (-10.401, -4.357, -5.705)  0.358
H (-8.709, -2.616, -6.431)  0.361
H (-9.634, -0.995, -6.036)  0.337
H (-7.793, -1.068, -6.055)  0.326
H (-8.704, 0.302, -3.704)  0.283
C (-3.113, 5.022, 1.043)  -1.381
C (-4.278, 4.437, 0.251)  -0.492
N (-4.880, 3.264, 0.876)  0.268
C (-5.784, 2.534, -0.011)  -0.581
C (-7.049, 3.251, -0.478)  -0.985
C (-5.354, 3.433, 2.246)  -0.736
C (-6.390, 4.526, 2.510)  -1.013
H (-2.354, 4.263, 1.248)  0.207
H (-2.639, 5.822, 0.468)  0.440
H (-3.440, 5.455, 1.992)  0.336
H (-3.883, 4.149, -0.730)  0.454
H (-5.017, 5.227, 0.071)  0.382
H (-6.072, 1.588, 0.460)  0.300
H (-5.216, 2.238, -0.902)  0.288
H (-7.794, 3.318, 0.314)  0.208
H (-7.507, 2.682, -1.294)  0.307
H (-6.844, 4.254, -0.859)  0.330
H (-4.487, 3.629, 2.886)  0.403
H (-5.748, 2.480, 2.616)  0.396
H (-6.138, 5.470, 2.022)  0.245
H (-6.446, 4.723, 3.585)  0.391
H (-7.388, 4.223, 2.192)  0.264
C (-0.405, -0.453, 2.506)  -1.416
C (0.564, -0.080, 1.390)  -0.274
N (0.087, -0.436, 0.058)  0.114
C (1.122, -0.355, -0.970)  -0.738
C (1.714, 1.022, -1.269)  -0.887
C (-1.216, 0.100, -0.326)  -1.038
C (-1.398, 1.616, -0.296)  -0.228
H (-0.669, -1.513, 2.461)  0.327
H (0.059, -0.265, 3.478)  0.440
H (-1.324, 0.138, 2.465)  0.239
H (1.498, -0.619, 1.584)  0.444
H (0.799, 0.989, 1.466)  0.234
H (0.743, -0.785, -1.903)  0.332
H (1.945, -1.018, -0.674)  0.415
H (1.022, 1.644, -1.837)  0.281
H (2.613, 0.906, -1.884)  0.367
H (2.009, 1.556, -0.364)  0.213
H (-1.974, -0.344, 0.329)  0.411
H (-1.480, -0.267, -1.325)  0.343
H (-0.997, 2.070, 0.613)  0.165
H (-2.465, 1.856, -0.334)  -0.019
H (-0.935, 2.097, -1.160)  0.254
C (5.742, 5.243, -0.176)  -1.428
C (5.806, 3.910, 0.561)  -0.353
N (5.580, 2.755, -0.301)  0.307
C (5.347, 1.516, 0.438)  -0.873
C (6.492, 0.978, 1.293)  -0.692
C (6.460, 2.632, -1.460)  -0.713
C (7.966, 2.576, -1.206)  -1.004
H (4.801, 5.348, -0.723)  0.320
H (5.805, 6.066, 0.542)  0.438
H (6.570, 5.362, -0.879)  0.293
H (5.025, 3.932, 1.329)  0.430
H (6.764, 3.842, 1.091)  0.257
H (5.029, 0.732, -0.258)  0.314
H (4.481, 1.672, 1.094)  0.349
H (7.277, 0.532, 0.683)  0.031
H (6.115, 0.187, 1.951)  0.425
H (6.933, 1.746, 1.932)  0.251
H (6.262, 3.476, -2.130)  0.433
H (6.169, 1.753, -2.046)  0.302
H (8.300, 3.330, -0.490)  0.240
H (8.501, 2.760, -2.143)  0.387
H (8.281, 1.594, -0.851)  0.262
C (9.086, -0.331, 4.732)  -1.146
C (10.076, -1.375, 4.227)  -0.326
N (9.479, -2.688, 4.007)  0.080
C (10.465, -3.749, 3.813)  -0.704
C (11.360, -3.664, 2.578)  -0.952
C (8.331, -2.732, 3.105)  -0.797
C (8.524, -2.204, 1.684)  -0.806
H (8.572, -0.678, 5.633)  0.322
H (9.617, 0.591, 4.984)  0.439
H (8.337, -0.079, 3.977)  0.040
H (10.858, -1.469, 4.989)  0.445
H (10.565, -0.993, 3.322)  0.242
H (9.959, -4.720, 3.814)  0.352
H (11.113, -3.773, 4.698)  0.404
H (10.820, -3.924, 1.668)  0.228
H (12.182, -4.383, 2.673)  0.394
H (11.809, -2.676, 2.454)  0.270
H (7.513, -2.168, 3.567)  0.385
H (7.950, -3.758, 3.050)  0.337
H (9.055, -1.250, 1.658)  0.196
H (7.546, -2.042, 1.220)  0.360
H (9.057, -2.918, 1.055)  0.262

No. 2
The following is a DFT calculation (wB97M-V/def2-TZVPD) of a 8-piece molecular cluster, C34H76BBr3O11P overall.

The total energy is -10256.8331 hartree. Its spin multiplicity is 1. Its net charge is -1. The LUMO energy is 1.896 eV.

Each line ends with the Mulliken charge.
Geometry (Å):
C (3.676, -5.974, -1.693)  -1.212
C (2.514, -5.649, -2.658)  -0.353
O (2.655, -4.409, -3.318)  -0.327
C (1.794, -3.397, -2.793)  -0.719
C (2.279, -2.979, -1.401)  -0.066
O (1.823, -1.737, -0.930)  -0.371
C (0.417, -1.488, -1.114)  -2.385
P (-0.362, -0.368, 0.285)  2.434
C (-1.819, 0.168, -0.938)  -2.167
C (-3.027, -0.707, -0.793)  0.625
C (-4.139, -0.417, -0.054)  -0.197
C (-5.215, -1.249, 0.003)  -0.796
C (-5.225, -2.420, -0.703)  -0.821
C (-4.122, -2.724, -1.453)  0.975
C (-4.105, -3.996, -2.280)  -1.522
C (-3.046, -1.895, -1.496)  -0.362
C (-1.144, 0.786, 1.661)  -1.673
C (-0.632, 2.194, 1.855)  0.252
C (-1.278, 3.274, 0.977)  -0.795
Br (-1.313, 2.694, 3.732)  -0.310
B (0.887, 0.992, -0.442)  1.288
O (0.465, 1.719, -1.590)  -0.785
O (2.191, 1.259, -0.075)  -0.507
C (3.157, 1.247, -1.122)  -0.860
C (0.873, -1.060, 1.670)  -0.578
Br (1.982, 0.096, 2.780)  -0.195
C (0.985, -2.335, 2.029)  0.658
C (1.896, -2.890, 3.098)  -1.786
Br (-0.090, -3.742, 1.251)  -0.237
H (4.391, -5.154, -1.695)  0.338
H (3.300, -6.034, -0.669)  0.284
H (4.155, -6.922, -1.925)  0.316
H (1.554, -5.769, -2.152)  0.289
H (2.546, -6.416, -3.439)  0.525
H (1.672, -2.569, -3.487)  0.244
H (0.806, -3.859, -2.678)  0.441
H (2.094, -3.770, -0.664)  0.046
H (3.371, -2.905, -1.468)  0.388
H (0.349, -0.932, -2.062)  0.691
H (-0.187, -2.390, -1.258)  0.410
H (-1.278, -1.395, 0.728)  0.081
H (-2.096, 1.216, -0.819)  0.550
H (-1.545, 0.028, -1.988)  0.486
H (-4.204, 0.497, 0.522)  0.358
H (-6.097, -0.997, 0.578)  0.438
H (-6.077, -3.087, -0.697)  0.536
H (-4.025, -4.889, -1.661)  0.315
H (-3.286, -3.938, -2.997)  0.373
H (-5.016, -4.078, -2.879)  0.267
H (-2.196, -2.155, -2.116)  0.148
H (-1.041, 0.240, 2.599)  0.575
H (-2.223, 0.824, 1.499)  0.416
H (0.428, 2.363, 2.004)  0.311
H (-0.576, 3.646, 0.231)  -0.081
H (-1.519, 4.150, 1.570)  0.659
H (-2.217, 2.939, 0.541)  0.096
H (-0.134, 2.431, -1.352)  0.267
H (2.782, 0.845, -2.060)  0.328
H (4.000, 0.649, -0.769)  0.210
H (3.551, 2.258, -1.258)  0.240
H (1.629, -2.516, 4.084)  0.343
H (2.918, -2.599, 2.860)  0.430
H (1.885, -3.981, 3.103)  0.424
C (-9.331, -1.295, -3.553)  -1.189
C (-8.380, -1.952, -2.569)  -0.038
O (-8.171, -3.323, -2.904)  -0.526
H (-10.290, -1.815, -3.562)  0.284
H (-9.501, -0.248, -3.295)  0.350
H (-8.928, -1.341, -4.568)  0.343
H (-8.790, -1.923, -1.561)  0.285
H (-7.414, -1.438, -2.560)  0.205
H (-7.795, -3.352, -3.789)  0.284
C (-0.161, 8.087, -0.545)  -0.937
C (0.352, 6.728, -0.977)  -0.164
O (-0.682, 5.747, -0.964)  -0.431
H (-0.588, 8.031, 0.459)  0.264
H (0.643, 8.821, -0.546)  0.156
H (-0.954, 8.435, -1.213)  0.403
H (1.127, 6.380, -0.296)  0.217
H (0.778, 6.783, -1.985)  0.286
H (-1.370, 6.034, -1.571)  0.232
C (4.376, -5.325, -6.004)  -0.908
C (5.377, -6.044, -5.122)  0.113
O (5.581, -7.391, -5.555)  -0.555
H (3.420, -5.848, -6.000)  0.223
H (4.216, -4.304, -5.659)  0.212
H (4.726, -5.297, -7.040)  0.436
H (5.019, -6.088, -4.096)  -0.072
H (6.339, -5.520, -5.127)  0.255
H (5.909, -7.359, -6.458)  0.304
C (-6.516, -0.492, 4.143)  -1.036
C (-5.025, -0.256, 3.967)  -0.270
O (-4.768, 0.641, 2.895)  -0.288
H (-6.947, -0.894, 3.225)  0.213
H (-6.709, -1.192, 4.958)  0.357
H (-7.033, 0.447, 4.361)  0.308
H (-4.516, -1.189, 3.730)  0.261
H (-4.590, 0.151, 4.886)  0.324
H (-5.201, 1.476, 3.098)  0.195
C (3.955, 10.310, 1.898)  -0.741
C (2.709, 9.638, 1.354)  -0.221
O (2.884, 9.257, -0.010)  -0.525
H (4.200, 11.195, 1.308)  0.300
H (3.814, 10.611, 2.939)  0.340
H (4.811, 9.636, 1.841)  -0.013
H (1.856, 10.314, 1.389)  0.346
H (2.466, 8.748, 1.944)  0.260
H (3.629, 8.649, -0.049)  0.285
C (0.684, -7.987, 3.033)  -0.809
C (-0.472, -7.248, 3.685)  -0.220
O (-0.029, -6.062, 4.328)  -0.544
H (1.439, -8.242, 3.777)  0.259
H (0.342, -8.904, 2.548)  0.338
H (1.167, -7.356, 2.282)  0.142
H (-0.942, -7.870, 4.447)  0.301
H (-1.230, -6.988, 2.937)  0.225
H (0.376, -5.509, 3.651)  0.251
C (7.768, 8.062, 4.421)  -1.117
C (6.483, 8.244, 3.634)  -0.139
O (6.754, 8.595, 2.277)  -0.557
H (8.361, 8.977, 4.397)  0.301
H (7.557, 7.807, 5.461)  0.327
H (8.378, 7.268, 3.986)  0.325
H (5.886, 9.050, 4.058)  0.267
H (5.888, 7.326, 3.654)  0.270
H (7.272, 7.883, 1.890)  0.298